[1]
10
Properties=species:S:1:pos:R:3:forces:R:3:nbo_charge:R:1 method="wB97M-V/def2-TZVPD" e_homo_ev=-10.45 smiles=C#C[C@H](N)C#N lumo_energy_ev=0.67 orbital_gap_ev=11.12
N -0.725 1.005 -0.929 -0.1310 -0.1295 -0.0495 -0.78
C 0.114 0.569 0.182 0.0602 0.0144 0.1280 -0.21
C -0.131 -0.823 0.617 -0.1582 -0.5420 0.1331 -0.05
C -0.407 -1.957 0.909 0.1324 0.4871 -0.1208 -0.18
C 1.539 0.744 -0.179 1.0105 0.0898 -0.2347 0.28
N 2.652 0.874 -0.459 -1.1070 -0.1210 0.2715 -0.29
H -0.625 0.349 -1.699 -0.0058 0.1161 0.0383 0.37
H -1.696 0.961 -0.633 0.0996 0.0371 -0.0594 0.37
H -0.078 1.244 1.025 0.0454 -0.1255 -0.0858 0.26
H -0.643 -2.966 1.166 0.0539 0.1735 -0.0207 0.24

=====

[2]
10
Properties=species:S:1:pos:R:3:forces:R:3:nbo_charge:R:1 method="wB97M-V/def2-TZVPD" e_homo_ev=-11.81 lumo_energy_ev=0.31 orbital_gap_ev=12.12
C 0.593 -0.632 -0.730 0.0954 -0.0767 0.0281 -0.59
C -0.163 -0.145 0.513 0.3850 -0.1697 0.2135 -0.15
C 0.306 1.196 0.923 0.4470 0.8181 0.3723 0.26
N 0.716 2.228 1.243 -0.4120 -1.0216 -0.3339 -0.28
C -2.222 0.553 -0.487 -0.4108 -0.7561 0.6705 0.38
N -1.587 -0.109 0.267 -0.1851 1.2986 -1.2936 -0.55
H 0.131 -1.555 -1.095 0.1191 0.1243 0.1202 0.23
H 1.630 -0.826 -0.448 -0.0992 0.0031 -0.1366 0.23
H 0.569 0.111 -1.535 -0.0678 -0.1097 0.2753 0.23
H 0.013 -0.816 1.347 0.1283 -0.1105 0.0841 0.25

=====

[3]
10
Properties=species:S:1:pos:R:3:forces:R:3:nbo_charge:R:1 method="wB97M-V/def2-TZVPD" e_homo_ev=-10.83 lumo_energy_ev=-0.12 orbital_gap_ev=10.71
C 0.108 0.131 1.455 -0.7273 -0.9607 -1.4779 0.30
C 2.980 -1.533 0.018 -1.0410 -0.6529 2.0316 0.26
C -0.298 -0.022 -1.021 -1.1468 0.0770 1.4953 -0.28
C -0.394 0.600 0.180 0.3062 2.2771 -0.9495 -0.33
N 0.255 -0.583 2.340 0.3673 0.2895 0.8462 -0.35
N 2.429 -1.808 1.031 0.0160 0.4203 -0.5884 -0.76
H 0.226 -0.971 -1.112 -0.1942 0.1576 -0.1107 0.22
H 1.788 -1.841 1.871 1.2668 0.0996 -1.5693 0.48
H -0.989 0.318 -1.821 1.1838 -0.0114 0.3707 0.22
H -0.765 1.675 0.219 -0.0309 -1.6959 -0.0480 0.24

=====

[4]
11
Properties=species:S:1:pos:R:3:forces:R:3:nbo_charge:R:1 method="wB97M-V/def2-TZVPD" e_homo_ev="-10.42 / -10.42" lumo_energy_ev="-1.34 / -1.34" orbital_gap_ev="9.08 / 9.07"
C -2.274 -0.023 0.022 4.2025 -0.4204 1.2231 0.01
C 0.646 0.571 0.032 -0.7271 -0.2333 0.8636 0.21
C 1.090 -0.597 -0.797 -0.9455 0.7852 -2.1997 -0.14
C -0.126 -0.422 0.784 -3.3155 -3.0527 1.5502 0.26
N -3.346 -0.144 -0.346 -1.9892 -0.0721 -0.6590 -0.49
N 0.972 1.740 0.121 0.6966 3.2787 0.1716 -0.54
O 0.430 -1.465 0.140 0.0572 0.2975 1.4964 -0.43
H 0.379 -0.738 -1.657 1.6611 0.5986 -0.1615 0.24
H 2.181 -0.589 -0.907 -0.4207 -0.9573 -0.2285 0.23
H -0.545 -0.768 1.786 0.5782 1.4690 -1.2371 0.26
H 0.593 2.434 0.822 0.2023 -1.6933 -0.8189 0.39

=====

[5]
11
Properties=species:S:1:pos:R:3:forces:R:3:nbo_charge:R:1 method="wB97M-V/def2-TZVPD" e_homo_ev=-8.34 lumo_energy_ev=-0.16 orbital_gap_ev=8.17
N 2.388 0.245 -0.074 -0.7207 -0.6204 -0.2506 -0.60
C 1.662 -0.685 0.031 0.5630 0.7715 -0.0791 0.59
C 0.669 -1.617 0.044 0.0143 0.1878 0.0257 -0.31
N -0.537 -1.068 -0.004 -0.7825 -0.7604 -0.0423 -0.31
C -1.389 -0.120 -0.026 0.0372 -0.1344 -0.0457 -0.12
C -1.187 1.338 -0.042 0.3795 0.0814 -0.0037 0.37
O -0.112 1.915 -0.026 -0.2973 -0.2618 0.0295 -0.58
H 2.301 1.234 0.084 0.3231 0.0941 0.2773 0.47
H 0.776 -2.699 0.089 0.3049 0.3619 0.0967 0.22
H -2.430 -0.456 -0.017 -0.0626 0.3514 -0.0029 0.17
H -2.140 1.915 -0.059 0.2411 -0.0711 -0.0051 0.11

=====

[6]
11
Properties=species:S:1:pos:R:3:forces:R:3:nbo_charge:R:1 method="wB97M-V/def2-TZVPD" e_homo_ev=-9.14 smiles="[H]/N=C/N=C=CC=O" lumo_energy_ev=0.17 orbital_gap_ev=9.32
O 1.315 -0.514 2.170 -0.3005 -0.4440 -0.5221 -0.53
C 1.101 -1.482 1.473 -0.0174 0.0882 0.1241 0.41
C 0.290 -1.598 0.254 -0.0056 0.0931 -0.1264 -0.60
C -0.355 -0.621 -0.365 -0.3755 0.4113 -0.0182 0.63
N -1.026 0.211 -0.909 0.3241 -0.5130 0.7987 -0.45
C -0.914 1.573 -1.171 0.1794 0.2950 0.1373 0.25
N -0.459 2.305 -0.245 -0.1889 -0.0195 -0.4657 -0.60
H 1.571 -2.464 1.671 0.1074 0.1048 0.3174 0.11
H 0.268 -2.561 -0.229 0.2189 -0.1367 -0.2230 0.26
H -1.306 1.863 -2.147 0.0396 0.1003 0.1253 0.18
H -0.484 3.288 -0.501 0.0185 0.0205 -0.1475 0.35

=====

What energy values result from the calculations? In sequence: -7190.3825; -7190.7891; -7190.0608; -9235.0838; -9236.7618; -9237.9204 eV.
What ΔE to the lowest compared entry with this formula, charge and spin values result from the calculations? In sequence: 2.3061; 1.8995; 2.6278; 5.4040; 3.7260; 2.5674 eV.